DFT (ωB97M-V/def2-TZVPD) results for a single C5H15NSi molecule at a distorted geometry.

## Properties
Maximum force, eV/A: 5.5
Gap between HOMO and LUMO, eV: 9.1
2S+1: 1
SMILES: CC[Si@H](C)N(C)C
Energy above the lowest of the compared OMol25 structures with the same formula, charge and spin, kJ/mol: 118.3

Last column: natural (NBO) charge in e.
Positions of all 22 atoms, in Å:
C: 2.77218 -0.73268 -0.96746  -0.607
C: -2.15992 -0.02828 1.15464  -0.386
C: -2.31372 -0.63874 -1.26801  -0.401
C: 0.62803 1.59408 1.18200  -1.108
C: 1.40033 -1.03735 -0.41828  -0.843
N: -1.49843 -0.16807 -0.18020  -0.840
Si: 0.19132 0.50627 -0.29901  1.524
H: 2.90617 -0.43150 -1.98020  0.205
H: 3.24086 -0.08996 -0.29848  0.198
H: 3.37327 -1.68266 -0.84086  0.197
H: -1.42511 0.24402 1.83069  0.199
H: -3.08967 0.76551 1.05208  0.163
H: -2.61846 -1.04399 1.28639  0.192
H: -1.94684 -0.46681 -2.25165  0.209
H: -2.73212 -1.74057 -1.18310  0.169
H: -3.31086 -0.08966 -1.23991  0.171
H: 1.00664 1.10750 2.02812  0.234
H: 1.41444 2.21187 0.85053  0.241
H: -0.18299 2.21419 1.46681  0.240
H: 1.70089 -1.39674 0.64638  0.220
H: 0.99256 -1.96018 -0.79693  0.229
H: 0.49595 1.49630 -1.45408  -0.205

***

DFT (ωB97M-V/def2-TZVPD) results for a single C6H8 molecule at a distorted geometry.

## Properties
Maximum force, eV/A: 2.8
Gap between HOMO and LUMO (spin up / spin down), eV: 8.0 / 7.5
2S+1: 1
Energy above the lowest of the compared OMol25 structures with the same formula, charge and spin, kJ/mol: 336.7

Last column: natural (NBO) charge in e.
Positions of all 14 atoms, in Å:
C: 1.59738 -0.21002 0.28268  -0.425
C: 0.48912 -0.58278 -0.58963  -0.332
C: -0.61078 -0.90236 0.40563  -0.440
C: -1.57973 0.14588 0.40697  -0.140
C: -1.06001 1.20650 -0.33554  -0.273
C: 0.17405 0.85112 -0.88294  -0.105
H: 1.87833 -0.89975 1.08655  0.185
H: 2.48776 0.35655 0.02518  0.192
H: 0.64278 -1.26788 -1.42912  0.198
H: 0.06037 -0.62308 1.36792  0.247
H: -0.89111 -1.94603 0.55058  0.238
H: -2.43040 0.20582 1.07808  0.215
H: -1.51251 2.19205 -0.40844  0.220
H: 0.75475 1.47400 -1.55793  0.219

***

DFT (ωB97M-V/def2-TZVPD) results for 2 unconnected molecules or ions with the total composition C2H8NO at a distorted geometry.

## Properties
Charge: +2
Maximum force, eV/A: 2.2
Expectation value of S²: 0.753
Gap between HOMO and LUMO (spin up / spin down), eV: 11.5 / 4.0
2S+1: 2
Energy above the lowest of the compared OMol25 structures with the same formula, charge and spin, kJ/mol: 303.4

Last column: Mulliken spin population.
Positions of all 12 atoms, in Å:
O: -0.82155 -2.85081 1.17969  1.037
H: -0.83136 -3.85913 1.06662  -0.021
H: -0.54626 -2.81713 2.15328  -0.020
H: 1.22746 2.16119 -1.47016  0.000
C: 0.70514 2.03983 -0.49699  0.001
C: -0.29941 1.01216 -0.72325  0.000
N: -0.09629 -0.18069 -0.18729  0.002
H: 0.30840 3.02470 -0.25504  0.000
H: 1.57933 1.62897 0.01060  0.000
H: -1.09333 1.04139 -1.48003  0.000
H: 0.22327 -0.12485 0.77545  0.000
H: -0.35540 -1.07562 -0.57286  0.000

***

DFT (ωB97M-V/def2-TZVPD) results for 4 unconnected molecules or ions with the total composition C2H11NO3 at a distorted geometry.

## Properties
Maximum force, eV/A: 2.6
Gap between HOMO and LUMO, eV: 5.0
2S+1: 1
Energy above the lowest of the compared OMol25 structures with the same formula, charge and spin, kJ/mol: 698.5

Last column: natural (NBO) charge in e.
Positions of all 17 atoms, in Å:
C: 0.95524 0.97989 0.16693  -0.496
N: -0.27211 1.38811 -0.33861  -0.099
C: -0.89831 0.32856 -1.07267  -0.486
O: 1.65773 -1.32219 -1.09651  -1.109
H: 1.64990 0.67233 -0.64321  0.340
H: 0.79056 0.05514 0.77678  0.334
H: 1.34723 1.71836 0.86071  0.219
H: -0.89930 1.81708 0.46865  0.439
H: -1.10062 -0.49152 -0.34824  0.342
H: -1.85167 0.68006 -1.46287  0.208
H: -0.21896 0.06531 -1.89346  0.280
H: 2.02743 -2.11696 -1.50812  0.444
H: -0.04768 -2.24669 1.46511  0.469
O: -0.14057 -1.99096 0.55407  -0.960
H: 0.75074 -1.83057 0.12048  0.509
H: -2.17516 1.53310 1.94690  0.465
O: -1.34846 1.18657 1.58584  -0.899

***

DFT (ωB97M-V/def2-TZVPD) results for a single C4H6N2 molecule at a distorted geometry.

## Properties
Maximum force, eV/A: 5.8
Gap between HOMO and LUMO, eV: 9.4
2S+1: 1
SMILES: Cn1ccnc1
Energy above the lowest of the compared OMol25 structures with the same formula, charge and spin, kJ/mol: 217.2

Last column: natural (NBO) charge in e.
Positions of all 12 atoms, in Å:
C: -1.63860 -0.11614 0.06582  -0.450
N: -0.23386 -0.07185 0.23388  -0.359
C: 0.77522 -0.93805 0.14962  -0.078
C: 1.89344 -0.19767 -0.11065  -0.107
N: 1.56547 1.10919 -0.20431  -0.432
C: 0.27144 1.17468 0.01918  0.116
H: -1.52278 0.53179 -0.99776  0.232
H: -2.04759 -1.01444 -0.43054  0.218
H: -2.43502 0.03931 0.80090  0.232
H: 0.63897 -1.99675 0.20872  0.216
H: 2.89859 -0.56325 -0.22809  0.207
H: -0.16528 2.04319 0.49324  0.205